1.
76
Properties=species:S:1:pos:R:3:forces:R:3:mulliken_charge:R:1 method="wB97M-V/def2-TZVPD" spin_multiplicity=1 e_lumo_ev=-0.14 homo_lumo_gap_ev=6.2 total_energy_ev=-126291.5433
Bi -1.76105 -1.61886 1.39784 0.0566 0.0451 0.0419 0.980
Br 0.25635 1.56074 -7.13776 0.0669 0.0426 0.1011 -0.202
C 1.43935 2.13244 -5.75706 -0.1109 0.0261 -0.1328 0.061
C 2.00665 1.18804 -4.91856 -0.1993 0.0128 -0.1641 -0.443
C 2.84415 1.60084 -3.90826 0.2010 0.3452 0.2754 -0.176
C 3.15365 2.96234 -3.73496 -1.3231 -0.7575 -0.8303 0.189
C 2.58465 3.89334 -4.61966 0.2213 -0.1677 0.5678 -0.341
C 1.72215 3.48154 -5.61236 -0.2298 -0.1358 -0.1788 -0.511
N 4.17635 3.34744 -2.90796 1.3874 0.8321 0.3317 -0.526
N 4.44785 2.89364 -1.77826 0.8933 0.6453 -0.2601 -0.483
C 3.58185 2.23594 -0.96416 -0.8091 -0.9119 0.7490 -0.050
C 4.13245 1.21284 -0.17796 -0.1713 0.4862 -0.6803 -0.568
C 3.33665 0.30094 0.46604 -0.3190 -0.3494 0.3688 -1.083
C 1.92125 0.41064 0.48734 0.5789 -0.2231 -0.2854 -0.096
O 1.15605 -0.53366 0.82124 -0.2189 0.1135 0.2108 -0.179
C 1.40865 1.71254 0.07164 0.3523 0.1033 -0.3212 0.616
N 0.19355 2.07134 0.50634 -0.1036 0.1826 -0.0286 -0.154
C -0.31875 3.20094 0.06814 -0.1374 -0.0774 0.1425 -0.188
C 0.32365 4.04544 -0.83546 0.3000 0.0395 -0.0914 -1.287
C 1.60375 3.73594 -1.22366 -0.2846 0.0701 -0.0089 -0.703
C 2.19865 2.54844 -0.76896 0.1116 -0.1151 0.1963 0.761
H 1.79175 0.13944 -5.05616 -0.0286 -0.0849 -0.0048 0.461
H 3.30055 0.87144 -3.25416 0.0091 -0.0451 0.0367 0.337
H 2.82315 4.94214 -4.50416 0.0928 0.0197 -0.0320 0.465
H 1.28035 4.20374 -6.28366 -0.0306 0.0123 -0.0250 0.422
H 5.20435 1.08114 -0.22046 0.1033 -0.0003 0.0206 0.411
H 3.78085 -0.56336 0.93974 -0.0192 -0.0912 0.0389 0.450
H -1.29705 3.46864 0.45364 -0.1203 0.0560 0.0287 0.447
H -0.16385 4.94004 -1.19086 -0.0306 0.1148 0.0475 0.463
H 2.16395 4.42024 -1.84186 0.0018 0.0216 -0.0746 0.598
N 0.01205 -2.98846 0.52344 0.2795 0.1683 0.4090 -0.072
C -0.47935 -3.85066 -0.47946 -0.2183 -0.2494 -0.2862 0.320
C -0.27115 -5.21676 -0.35066 -0.0092 0.0108 -0.0299 -0.937
C -0.87505 -6.10146 -1.22436 -0.0141 0.0719 0.0368 -0.616
C -1.71305 -5.61176 -2.21096 0.0189 -0.0824 -0.1256 -0.740
C -1.87585 -4.24666 -2.36956 0.0255 -0.0610 0.0838 -0.937
C -1.24635 -3.33176 -1.52636 0.0930 -0.3746 0.1739 0.701
C -1.36195 -1.88036 -1.77066 -0.0174 0.2008 -0.2213 0.928
C -1.35505 -1.47696 -3.11036 0.0897 -0.0070 0.0321 -0.998
C -1.48635 -0.15136 -3.47186 -0.0157 0.0204 0.0539 -0.767
C -1.66725 0.79184 -2.47886 -0.0511 0.0719 0.0438 -0.854
C -1.68635 0.39784 -1.15106 -0.0173 0.1856 0.0214 -0.403
C -1.48355 -0.91436 -0.76186 -0.0720 -0.1945 0.2673 0.236
H 0.50845 -3.50306 1.24304 -0.0378 0.0390 -0.1694 0.179
H 0.57205 -2.15676 0.25354 0.0972 -0.1892 -0.0658 0.317
H 0.37245 -5.58536 0.43814 0.0122 0.0041 0.0689 0.431
H -0.69325 -7.16036 -1.12726 -0.0460 -0.1106 0.0286 0.395
H -2.23125 -6.29636 -2.86536 -0.0190 -0.0265 -0.0954 0.402
H -2.52125 -3.88016 -3.15316 -0.0540 0.0642 -0.0616 0.563
H -1.21715 -2.22366 -3.87826 0.0348 -0.0705 -0.0717 0.559
H -1.45265 0.14374 -4.50936 0.0237 0.0076 -0.1300 0.436
H -1.78385 1.83714 -2.72406 -0.0011 0.1064 -0.0474 0.418
H -1.82235 1.17084 -0.41736 0.0122 0.0162 -0.0356 0.499
N -1.82435 0.72034 2.01084 0.0366 -0.0600 -0.4695 0.124
C -2.44145 0.84244 3.28384 -0.2940 -0.0601 0.3912 0.690
C -3.49005 1.74044 3.42304 -0.0059 0.0646 -0.0015 -0.965
C -4.22935 1.80374 4.58914 0.0418 -0.0718 -0.0696 -0.703
C -3.94435 0.91814 5.61194 -0.0813 0.0048 0.0630 -0.742
C -2.89005 0.03414 5.48534 -0.0832 0.0695 -0.0610 -1.138
C -2.08585 0.00044 4.34434 -0.3363 0.2060 -0.0805 0.692
C -0.87115 -0.83316 4.32204 0.3696 -0.1996 0.1382 0.834
C -0.21375 -0.99996 5.54594 0.0318 -0.0232 0.0176 -1.068
C 0.93055 -1.76076 5.65574 0.0046 0.0311 0.0328 -0.696
C 1.49245 -2.29636 4.51274 -0.0180 -0.0337 -0.0262 -1.007
C 0.87455 -2.09486 3.29064 0.2476 -0.1281 -0.0032 -0.081
C -0.32105 -1.40526 3.16704 -0.3813 0.0935 -0.1665 0.408
H -2.29365 1.31834 1.33804 0.0876 0.0085 0.1594 0.077
H -0.81375 0.91724 1.91454 -0.1562 0.1653 0.0838 0.322
H -3.72415 2.40534 2.60404 -0.0244 0.0717 -0.1328 0.401
H -5.02935 2.52074 4.68534 -0.0951 0.0531 -0.0090 0.404
H -4.54875 0.91164 6.50534 -0.0306 0.0011 0.1207 0.410
H -2.70135 -0.66156 6.28884 0.0906 -0.0425 0.0269 0.558
H -0.60785 -0.51426 6.42554 -0.0134 0.0396 0.0771 0.542
H 1.39135 -1.91266 6.61904 0.0777 0.0354 0.1126 0.401
H 2.40975 -2.86436 4.56544 0.1018 -0.0012 -0.0117 0.413
H 1.39775 -2.44086 2.41834 0.0763 -0.0353 -0.1110 0.391

---

2.
89
Properties=species:S:1:pos:R:3:forces:R:3:lowdin_spin:R:1 method="wB97M-V/def2-TZVPD" spin_multiplicity=5 e_lumo_ev="1.92 / 0.82" charge=-1 homo_lumo_gap_ev="7.7 / 6.6" total_energy_ev=-143143.2626
Rh 0.34188 -2.12260 -0.62388 0.2927 -0.1368 -0.4309 2.914
O 4.24477 -5.31194 -3.19983 -0.0218 0.0403 -0.0040 0.003
C 3.19923 -5.32804 -4.04681 0.0549 0.0428 -0.0423 0.001
C 3.39529 -5.90027 -5.30505 -0.0317 -0.0075 -0.0350 0.000
C 2.36791 -5.92251 -6.22938 -0.0270 -0.0106 -0.0301 0.000
C 1.12065 -5.37842 -5.92485 0.0420 0.0016 0.0013 0.000
C 0.92180 -4.82426 -4.67434 -0.0429 -0.0458 -0.0432 0.001
C 1.94087 -4.79509 -3.72258 -0.1399 -0.0412 0.0180 0.005
C 1.63452 -4.18746 -2.40318 0.0440 -0.0025 -0.2239 0.011
O 0.45226 -3.90596 -2.10296 0.2217 -0.1586 -0.0005 0.106
N 2.69975 -3.99313 -1.59013 -0.4878 0.1889 0.1229 0.016
N 2.24726 -3.40656 -0.47374 0.2138 0.1651 0.0599 0.117
C 2.91475 -3.35323 0.60752 -0.1472 -0.0083 0.2863 0.004
C 2.18468 -2.85130 1.78505 0.1408 -0.1739 -0.3134 0.006
C 2.79930 -2.57096 2.99369 0.1754 0.0031 0.1553 0.000
C 2.02448 -2.10224 4.04070 0.1059 0.0427 0.1396 -0.001
C 0.65894 -1.94405 3.86664 0.0274 0.0177 -0.0201 0.000
C 0.12256 -2.25430 2.62912 -0.0877 -0.1282 -0.1589 0.006
N 0.86388 -2.70642 1.62049 -0.1420 0.2557 0.1729 0.074
H 3.95342 -4.79028 -2.40597 0.0607 -0.0854 0.0172 0.001
H 4.37344 -6.30704 -5.53397 -0.0515 0.0169 0.0080 0.000
H 2.54273 -6.36213 -7.20611 -0.0077 0.0217 0.0469 0.000
H 0.32203 -5.38000 -6.65822 0.0678 -0.0066 0.0603 0.000
H -0.02971 -4.38536 -4.39776 0.0525 -0.0228 -0.0100 0.000
H 3.93309 -3.72439 0.68094 -0.0090 -0.0551 0.0422 0.003
H 3.87141 -2.69835 3.09178 -0.0740 0.0212 0.0180 0.001
H 2.48463 -1.84646 4.98912 -0.0125 -0.0390 -0.0529 0.000
H 0.02443 -1.57008 4.65625 -0.0340 0.0288 0.0368 0.000
H -0.93720 -2.14078 2.42201 0.0938 0.0311 -0.0263 0.000
F 1.50446 -1.68215 -5.20620 -0.0591 0.0897 -0.1124 0.000
C 0.59186 -0.78450 -4.80826 -0.0734 -0.2159 0.3848 0.006
F 0.56211 0.20230 -5.71805 0.0000 0.0300 -0.0212 0.003
F -0.60236 -1.38523 -4.82604 0.1569 0.0682 -0.1589 0.001
C 0.92592 -0.31806 -3.34248 0.0315 0.0750 -0.0405 0.023
O 0.65199 -1.37145 -2.55269 0.0212 0.3358 -0.0367 0.181
C 2.45358 0.06088 -3.27921 -0.3259 -0.2447 0.1368 0.005
F 3.18792 -1.04472 -3.16620 0.0536 0.1445 -0.0375 0.000
F 2.72302 0.83746 -2.22085 0.0420 0.0841 -0.0920 0.001
F 2.86792 0.72657 -4.37410 0.0178 -0.0097 0.0179 0.002
C 0.05705 0.94499 -3.01375 -0.0027 -0.3683 0.1621 0.001
F 0.15698 1.28464 -1.72055 -0.0229 -0.0229 -0.2010 -0.001
F 0.39887 2.02933 -3.73074 0.0241 0.0034 -0.0396 0.000
F -1.23211 0.67737 -3.25154 0.0772 0.1541 -0.0131 0.000
O -3.32943 -2.09549 -2.10027 0.0874 -0.1431 0.2015 0.064
C -2.48170 -2.32400 -1.31134 0.7674 -0.1732 0.4666 0.071
N -1.63173 -2.57950 -0.48142 -1.1350 0.3228 -0.6059 0.152
O 1.88887 -0.64490 0.04369 -0.1281 0.2259 0.3619 0.125
C 1.09035 0.15630 0.61643 -0.1801 -0.0806 -0.3600 0.008
O -0.14624 -0.06827 0.63310 0.4994 -0.0420 0.1523 0.079
C 1.63896 1.38403 1.29494 0.0923 0.1504 -0.0103 0.005
C 0.80793 2.65541 1.08775 0.0923 -0.5346 -0.4143 0.002
Ge -1.05608 2.64240 1.66632 -0.3020 0.3567 0.3004 0.001
C -2.63226 1.97767 0.74206 -0.1421 -0.3115 -0.1832 0.000
C -2.89979 0.60539 0.63494 -0.1344 0.0362 -0.0208 0.000
C -4.10936 0.15564 0.11772 0.0255 0.1082 0.0331 0.000
C -5.06837 1.06700 -0.31051 0.0614 0.0178 0.0070 0.000
C -4.81419 2.42863 -0.21720 0.0570 -0.0594 0.0154 0.000
C -3.60773 2.88105 0.31014 -0.0313 -0.2083 0.0135 0.000
C -1.33573 4.59990 1.76948 0.1108 0.2475 -0.0158 0.000
C -1.22442 5.36810 0.60169 0.0082 0.0630 0.1310 0.000
C -1.30620 6.75621 0.63776 -0.0376 -0.0726 0.0776 0.000
C -1.49742 7.40981 1.85158 0.0264 -0.1077 -0.0156 0.000
C -1.60425 6.66804 3.02099 -0.0062 -0.0689 -0.0943 0.000
C -1.52248 5.27740 2.97705 -0.0891 0.0262 -0.0905 0.000
C -1.14717 2.06218 3.53584 0.0215 -0.1297 0.2788 0.000
C -2.28265 1.44301 4.06939 0.1206 0.1094 0.0931 0.000
C -2.37573 1.16633 5.43222 0.1290 0.0456 -0.0657 0.000
C -1.33074 1.50103 6.28768 0.0036 -0.0660 -0.1294 0.000
C -0.19029 2.10941 5.77409 -0.0706 -0.0146 -0.0903 0.000
C -0.10484 2.38666 4.41306 -0.1168 -0.0470 0.0082 0.000
H 2.66205 1.52013 0.94261 0.0205 0.0295 0.0378 0.001
H 1.68938 1.12781 2.35768 0.0203 0.0523 0.0867 0.000
H 0.81883 2.93954 0.03007 0.0483 0.0059 0.1138 0.000
H 1.23377 3.49233 1.64255 0.1166 -0.0142 0.0205 0.000
H -2.14862 -0.11737 0.93213 -0.2542 0.1471 -0.0143 0.000
H -4.29185 -0.90964 0.03086 -0.0118 0.1116 0.0151 0.000
H -6.00587 0.71491 -0.72662 0.0438 0.0124 0.0189 0.000
H -5.55496 3.14508 -0.55408 0.0209 -0.0172 0.0062 0.000
H -3.43886 3.94668 0.38928 0.0013 0.0164 0.0176 0.000
H -1.07235 4.87796 -0.35814 -0.0160 0.0262 0.0791 0.000
H -1.22303 7.32796 -0.28026 0.0046 -0.0286 0.0432 0.000
H -1.55928 8.49120 1.88404 -0.0027 -0.0206 -0.0035 0.000
H -1.75389 7.17115 3.97020 0.0058 -0.0220 -0.0331 0.000
H -1.61771 4.71355 3.90164 0.0339 0.0511 -0.0792 0.000
H -3.11811 1.19912 3.42146 0.0572 -0.0282 -0.0220 0.000
H -3.26947 0.69655 5.82682 0.0241 0.0072 -0.0145 0.000
H -1.40288 1.28524 7.34807 -0.0057 0.0236 -0.0473 0.000
H 0.62573 2.37997 6.43485 -0.0187 -0.0135 -0.0235 0.000
H 0.77960 2.89453 4.03580 -0.0351 -0.0684 0.0113 0.000

---

3.
99
Properties=species:S:1:pos:R:3:forces:R:3:mulliken_charge:R:1 method="wB97M-V/def2-TZVPD" spin_multiplicity=1 e_lumo_ev=-0.84 charge=-1 homo_lumo_gap_ev=5.9 total_energy_ev=-103649.8528
B 0.00566 -1.45503 0.01889 1.9091 -3.3450 1.9445 -0.196
F 0.50881 -2.69651 0.74501 -0.2717 1.1892 -0.2559 -0.691
F -0.21762 -0.50000 0.96427 -0.5670 0.6821 0.1633 0.628
F 1.00688 -1.15803 -0.83986 0.8445 0.9366 -0.8763 -0.265
F -1.07662 -1.93944 -0.64427 -1.7205 0.1752 -0.5068 -0.206
C -2.42362 3.82045 -1.01553 -6.3468 1.8350 1.0881 -1.112
C -3.79840 4.41229 -0.92538 4.9891 -4.1333 1.1656 0.018
C -4.74197 3.84537 0.11437 1.9686 -1.1340 1.5253 0.855
O -5.82425 4.33770 0.32018 -0.8846 0.7369 -0.6034 -0.628
C -4.27097 2.71769 0.99163 4.2641 -1.7749 -1.6269 -0.970
C -2.95258 2.04289 0.75397 -4.5723 0.6745 2.5674 0.406
C -1.96035 2.72171 -0.10505 2.1367 1.1382 -2.2438 0.960
O -0.75589 2.41585 -0.11778 -2.2614 -0.1363 0.4021 -0.326
O -2.60987 0.90297 1.44859 -0.4349 1.7078 -1.2542 -0.010
O -4.27479 5.33492 -1.71096 -1.6085 1.2008 0.0594 -0.558
H -1.94403 4.17892 -1.88644 1.3996 -0.0502 -0.3514 0.505
H -4.98305 2.42198 1.76561 0.4169 -0.2265 -0.3435 0.412
H -1.73433 0.53799 1.17238 -0.2721 0.6682 0.1086 -0.135
H -5.18088 5.59113 -1.33803 1.3134 -0.5159 -0.5698 0.370
C 2.80317 2.38460 -5.33380 -2.4594 8.0010 -1.5260 -0.904
C 1.89016 3.39729 -4.78323 2.7276 -1.8995 -2.7029 0.344
C 1.07895 3.07863 -3.57800 -0.2805 0.8196 1.5676 0.619
O 0.36806 4.00423 -3.15475 0.0378 -0.9943 -0.5772 -0.750
C 1.30489 1.84370 -2.88094 4.3115 -4.1976 -2.8962 -0.488
C 2.30539 0.82121 -3.39161 -3.3483 3.9661 3.7995 0.521
C 3.06226 1.20612 -4.64337 2.3250 -5.6099 -0.3622 0.574
O 3.84968 0.31162 -5.07727 -1.5347 2.3640 0.7627 -0.652
O 2.68060 -0.24145 -2.63444 1.4122 1.7678 -3.9024 -0.353
O 1.62479 4.68799 -5.30309 -0.9723 -3.9523 1.1409 -0.574
H 3.30305 2.83903 -6.32560 -0.7501 -1.9869 2.4414 0.215
H 0.95490 1.56174 -1.93944 -1.1951 0.3159 1.3524 0.598
H 2.16551 -0.49605 -1.88741 -1.4481 0.2022 1.0712 0.694
H 0.67009 4.68178 -4.95953 1.2730 1.3092 -0.2121 0.434
C -1.10605 1.19383 -5.40891 4.1374 -8.1495 1.7770 -0.930
C -0.13696 0.04975 -5.84284 -3.8995 8.1211 -2.0223 0.162
C 0.08661 -1.07016 -5.01955 -3.1070 -0.0422 4.0572 0.925
O 0.81197 -1.95356 -5.29115 3.1852 -2.8107 -2.0701 -0.595
C -0.65050 -1.16222 -3.74642 -3.8239 11.0470 -2.2375 -1.697
C -1.52052 -0.01946 -3.22455 3.3405 -4.3878 0.3594 0.365
C -1.79274 1.18674 -4.03908 0.4865 0.6483 -2.9518 0.685
O -2.53809 2.11204 -3.77220 0.4772 -0.8625 0.5528 -0.597
O -1.99485 0.05308 -1.97057 0.1501 -0.7377 0.1512 -0.428
O 0.49035 0.16321 -7.08274 2.1531 -3.6761 2.4122 -0.661
H -1.12875 2.04801 -5.91972 -0.2885 3.1493 -2.2958 0.663
H -0.70231 -1.93381 -3.20763 0.3609 -6.2421 4.0305 1.344
H -1.71698 -0.67359 -1.28240 -0.4422 1.0250 -2.3112 0.279
H 1.25287 -0.67288 -7.07654 -3.0890 3.1107 0.0982 0.453
C 3.96179 1.58013 2.90125 -3.5298 -4.8088 -4.0888 -0.671
C 2.57933 1.23399 2.55448 5.8092 0.1056 0.6356 0.379
C 1.54786 2.11647 2.98955 -3.4433 0.1994 -0.6666 0.561
O 0.39767 1.93391 2.54016 1.1987 0.0468 0.8779 -0.273
C 1.88768 3.25312 3.74151 8.4032 -0.1318 0.8924 -0.990
C 3.35323 3.64066 3.99151 -10.9618 1.9634 -0.7740 0.822
C 4.35318 2.67278 3.68696 -0.0947 0.6326 -0.7854 0.055
O 5.46766 2.90942 4.01282 3.4774 0.2529 1.0357 -0.549
O 3.49506 4.96235 4.27497 8.3538 -5.5897 -2.1163 -0.421
O 2.26098 0.21283 1.77790 3.5356 0.5148 0.4518 -0.244
H 4.72123 0.94567 2.30443 -0.9485 1.1439 1.5775 0.287
H 1.17543 3.86771 4.07213 -2.7443 2.4376 0.9801 0.555
H 2.86378 5.47693 4.55908 -6.0412 3.3135 2.1798 0.287
H 1.35213 0.04441 1.76006 -2.9427 -0.0079 -0.1186 -0.119
C 6.05386 -3.78691 -1.30312 2.1812 6.5982 1.9758 -0.887
C 6.36339 -2.33513 -0.79814 6.1147 -8.6110 -7.2182 0.088
C 5.53605 -1.64288 -0.00376 -8.0321 -1.8637 2.3275 0.914
O 5.83329 -0.65871 0.54499 2.2305 5.0301 2.0245 -0.550
C 4.13150 -2.20025 0.23118 6.5487 -9.1399 -5.0793 -1.239
C 3.90701 -3.61758 -0.08604 0.4066 3.9955 -0.3709 0.543
C 4.92918 -4.46093 -0.87326 -4.1062 -2.9477 1.7406 0.527
O 4.66129 -5.69019 -1.07135 1.2115 3.7007 0.3050 -0.618
O 2.71164 -4.19277 0.04020 7.9781 -7.9033 -4.2133 -0.392
O 7.63445 -1.79373 -1.15661 -3.0155 2.5206 1.3958 -0.596
H 6.60677 -4.47726 -1.86738 1.8295 0.1331 -0.9101 0.441
H 3.45777 -1.72390 0.67579 -5.3499 4.3522 3.7569 1.158
H 2.22747 -3.60753 0.36054 -7.9746 8.1381 4.7186 0.276
H 7.61232 -0.72729 -0.92892 -0.2104 -3.9571 -0.4698 0.391
C -3.49968 -5.78009 1.53346 3.2225 4.8033 -0.0146 -0.736
C -2.55330 -4.57175 1.59135 -1.1875 -7.9613 -3.5534 0.302
C -2.94502 -3.39864 2.28551 1.8383 4.7295 1.6446 0.864
O -2.13876 -2.42049 2.41384 -1.4341 -2.3469 -0.7533 -0.386
C -4.21941 -3.26460 2.90727 -2.2246 -13.7218 -3.5422 -0.842
C -5.11553 -4.60365 3.00419 -0.0107 9.5734 1.8079 0.197
C -4.80857 -5.72252 2.19240 0.9752 -3.3016 -0.1537 0.569
O -5.55951 -6.69818 2.21213 0.1932 0.6336 -0.4379 -0.579
O -6.38554 -4.55639 3.66969 2.2890 2.1992 -0.7570 -0.513
O -1.34882 -4.67386 0.86485 -5.5707 -4.6990 2.2178 -0.460
H -3.28699 -6.69155 0.96057 0.1775 0.6379 0.3192 0.422
H -4.49327 -2.51678 3.38498 -2.2713 6.8414 4.1970 0.527
H -6.59634 -3.57080 3.96482 1.0372 -3.0333 -0.9666 0.375
H -1.01092 -3.85761 0.85307 2.9759 5.5291 -0.0572 0.176
C -1.45964 0.26500 4.72539 1.6961 2.7245 -0.7598 -0.663
C -2.81230 0.59350 5.24074 -0.6727 -0.3444 1.6641 0.618
O -2.89856 1.32698 6.22879 -0.4528 -0.8770 -1.6546 -0.620
C -4.01126 -0.18195 4.65665 0.8297 -0.4887 3.3540 -1.100
H -1.14872 -0.59473 5.19484 0.3302 -2.6209 1.1802 0.488
H -0.78354 1.01574 5.32077 -0.8604 -0.9257 -1.9535 0.215
H -1.24772 0.05085 3.61852 -0.5743 0.9578 1.6135 0.071
H -4.14508 -1.25973 4.97517 0.2884 1.5220 0.1246 0.270
H -3.92951 -0.16411 3.67407 1.3480 -0.6695 -4.9469 0.351
H -4.87270 0.40576 4.66120 -1.8677 0.7940 1.4645 0.420